No. 1
This record from the OMol25 dataset describes 2 unconnected molecules or ions with the total composition C10H10N2O2 in a non-equilibrium geometry. The level of theory is ωB97M-V/def2-TZVPD.

**Gap between HOMO and LUMO**: 9.1514 eV
**F_max**: 0.143 hartree/bohr
**HOMO energy**: -8.9 eV
**Multiplicity**: 1

Last column: Löwdin charge in e.
Element x y z (Å)
H: -1.143 -2.184 -0.951  0.177
C: 1.602 1.204 1.321  -0.118
C: 2.152 0.554 2.413  -0.164
C: 0.976 -0.750 0.043  -0.120
C: 1.028 0.664 0.175  -0.094
C: -1.332 0.648 -2.577  -0.008
C: 1.578 -1.440 1.123  -0.050
O: -1.702 -0.751 1.188  0.108
H: 1.099 -2.646 1.206  0.176
C: -1.597 -0.418 0.040  -0.568
H: 1.374 2.308 1.762  0.144
N: -1.953 0.896 -0.297  0.124
H: 2.575 -1.321 3.122  0.111
H: -1.141 1.092 -3.567  0.136
C: -1.125 -0.736 -2.369  -0.440
H: 0.520 1.346 -0.594  0.111
H: -1.879 2.444 -1.716  0.128
O: -0.697 -1.640 -3.101  0.055
H: 2.428 1.065 3.356  0.123
H: 0.360 -1.320 -0.678  0.074
C: 2.252 -0.727 2.231  -0.129
C: -1.691 1.404 -1.547  -0.103
H: -2.359 1.497 0.470  0.196
N: -1.325 -1.188 -1.050  0.130

No. 2
This record from the OMol25 dataset describes 2 unconnected molecules or ions with the total composition C10H10N2O2 in a non-equilibrium geometry. The level of theory is ωB97M-V/def2-TZVPD.

**Gap between HOMO and LUMO**: 8.6632 eV
**F_max**: 0.114 hartree/bohr
**HOMO energy**: -8.7 eV
**Multiplicity**: 1

Last column: Löwdin charge in e.
Element x y z (Å)
C: -2.424 -1.086 -0.111  -0.109
H: -3.434 2.326 0.372  0.083
H: 1.415 -2.504 -0.316  0.111
C: -2.948 1.395 0.208  -0.091
C: -3.298 0.057 0.288  -0.093
H: -1.162 2.555 -0.585  0.124
H: -2.881 -2.103 0.107  0.125
C: -1.630 1.511 -0.387  -0.102
C: 2.940 -1.035 -0.612  -0.082
N: 3.099 0.225 -0.279  0.086
C: 0.936 -0.886 0.797  -0.493
C: 1.894 -1.606 0.008  0.003
H: 3.522 -1.429 -1.445  0.143
H: 0.492 1.138 1.391  0.196
C: -1.215 -0.857 -0.592  -0.165
H: 0.227 0.775 -1.137  0.100
N: 0.997 0.521 0.719  0.144
H: -4.097 -0.366 1.120  0.143
C: -0.807 0.463 -0.899  -0.097
O: 0.059 -1.448 1.442  0.059
H: 4.005 0.710 -0.393  0.178
O: 2.634 2.301 0.618  -0.017
C: 2.166 1.131 0.253  -0.378
H: -0.490 -1.790 -0.567  0.131

No. 3
This record from the OMol25 dataset describes a single C10H10N2S molecule in a non-equilibrium geometry. The level of theory is ωB97M-V/def2-TZVPD.

**Gap between HOMO and LUMO**: 8.8003 eV
**F_max**: 0.067 hartree/bohr
**HOMO energy**: -8.8 eV
**Multiplicity**: 1

Last column: Löwdin charge in e.
Element x y z (Å)
C: -0.754 -0.068 -0.239  -0.158
H: -0.751 -1.916 -1.238  0.098
H: 3.228 -1.965 -0.715  0.114
H: 0.354 2.310 -0.506  0.061
C: -2.978 0.566 0.418  -0.076
S: 4.150 0.302 -0.391  0.809
N: 2.657 -0.150 1.904  0.142
H: -1.243 1.826 0.754  0.118
H: -2.860 -2.470 -1.082  0.085
H: 1.607 1.819 0.691  0.122
H: -4.467 -0.789 0.048  0.069
C: -1.335 -1.243 -0.688  -0.048
N: 1.429 -0.871 -0.499  0.119
H: -3.884 1.141 0.801  0.130
C: 0.697 0.187 -0.327  -0.235
C: -2.649 -1.539 -0.713  -0.056
C: 3.168 -0.467 0.841  -0.790
C: -1.612 0.853 0.369  -0.025
H: 2.982 0.665 2.377  0.057
H: 1.842 1.909 -1.085  0.042
C: 1.152 1.613 -0.361  -0.037
C: 2.737 -1.080 -0.304  -0.454
C: -3.468 -0.635 -0.056  -0.086

No. 4
This record from the OMol25 dataset describes a single C10H10N2S molecule in a non-equilibrium geometry. The level of theory is ωB97M-V/def2-TZVPD.

**Gap between HOMO and LUMO (alpha / beta)**: 5.2193 / 5.8587 eV
**F_max**: 0.089 hartree/bohr
**HOMO energy (alpha / beta)**: -5.2 / -8.8 eV
**Multiplicity**: 3

Last column: Löwdin charge in e.
Element x y z (Å)
H: 3.614 0.323 -1.513  0.084
H: -3.032 1.824 1.569  0.052
H: 3.113 -1.597 2.188  0.129
C: -1.688 -1.059 0.294  -0.034
H: -2.187 2.059 -2.402  0.108
N: -0.965 0.805 -1.212  0.118
C: 2.510 -1.108 1.353  -0.079
C: -0.710 -0.114 -0.332  -0.250
C: 3.049 -0.092 -0.767  -0.059
H: -2.431 -1.489 -0.300  0.046
H: -2.201 -0.455 1.148  0.117
C: -2.088 1.484 -1.478  -0.490
C: -2.739 1.830 -0.326  -0.780
C: 3.439 -0.640 0.445  -0.090
H: 1.459 0.474 -1.848  0.097
S: -3.929 0.840 -1.148  0.880
C: 1.724 0.111 -0.902  -0.050
H: -1.228 -1.914 0.740  0.061
C: 0.723 -0.324 -0.049  -0.160
H: 0.416 -1.313 1.884  0.116
N: -2.407 2.056 0.828  0.145
H: 4.417 -0.776 0.685  0.068
C: 1.143 -0.925 1.141  -0.029

No. 5
This record from the OMol25 dataset describes a gas-phase ion, C10H10N3 (charge +1) in a non-equilibrium geometry. The level of theory is ωB97M-V/def2-TZVPD.

**Gap between HOMO and LUMO (alpha / beta)**: 5.8574 / 5.8562 eV
**F_max**: 0.095 hartree/bohr
**Net charge**: +1
**HOMO energy (alpha / beta)**: -13.0 / -13.0 eV
**Multiplicity**: 1

Last column: Löwdin charge in e.
Element x y z (Å)
C: -0.654 -0.385 -0.375  -0.248
N: 2.451 1.023 -0.931  0.119
H: -0.897 -2.054 0.723  0.112
C: -3.341 0.233 -0.013  -0.043
N: 1.847 -2.766 -0.149  0.248
C: -2.555 1.178 -0.609  -0.044
C: -2.751 -0.904 0.583  -0.032
H: -0.461 1.582 -1.136  0.115
N: 0.672 -0.606 -0.524  0.012
C: -1.216 0.845 -0.833  0.018
H: 2.493 -0.993 1.403  0.111
H: 2.482 2.215 0.630  0.168
C: 1.262 -1.797 -0.288  -0.285
H: 1.246 0.183 1.945  0.087
H: 3.833 0.913 0.625  0.189
C: 2.659 1.080 0.540  -0.195
H: -3.015 2.106 -0.985  0.133
H: -3.385 -1.665 1.005  0.122
C: -1.458 -1.241 0.336  -0.016
C: 2.067 0.022 1.351  0.271
C: 1.513 0.296 -1.352  -0.092
H: 1.453 0.274 -2.407  0.149
H: -4.245 0.461 0.461  0.103

No. 6
This record from the OMol25 dataset describes a molecular structure, C10H10N4O5Te4Ti in a non-equilibrium geometry. The level of theory is ωB97M-V/def2-TZVPD.

**Gap between HOMO and LUMO (alpha / beta)**: 5.8885 / 5.3110 eV
**F_max**: 0.050 hartree/bohr
**Net charge**: -1
**HOMO energy (alpha / beta)**: -4.0 / -4.0 eV
**Multiplicity**: 2

Last column: Löwdin charge in e.
Element x y z (Å)
Te: 2.608 -4.008 0.867  0.069
H: -3.336 -0.049 -0.413  0.130
O: 3.421 -0.581 2.169  -0.239
C: -2.414 -0.413 -3.743  -0.078
N: -0.058 -2.510 -0.973  0.020
H: -2.441 0.265 -4.599  0.078
C: -0.775 -0.707 -0.084  -0.145
C: -2.982 -0.604 -1.280  -0.107
H: -3.920 0.651 -2.654  0.133
C: 3.020 0.488 2.800  -0.285
Te: 2.836 0.268 -1.202  0.149
N: 0.247 -1.514 -0.109  -0.154
O: 4.909 1.375 4.055  0.129
C: -2.015 1.528 -2.191  -0.069
C: 3.765 1.398 3.697  -0.265
H: -3.656 -1.437 -1.456  0.126
H: -3.037 -1.282 -3.973  0.079
H: -0.848 0.189 0.511  0.149
H: -2.355 2.068 -1.302  0.083
O: 0.372 2.724 3.444  0.111
N: -1.689 -1.176 -0.909  -0.079
Te: 3.971 -2.159 -0.814  0.087
H: -0.972 1.235 -2.035  0.074
N: -1.212 -2.316 -1.465  0.086
Ti: 2.015 -1.179 1.074  -0.125
C: 1.400 2.105 3.385  -0.273
H: -2.029 2.226 -3.031  0.080
O: 0.948 0.160 1.865  -0.242
Te: 1.148 -3.020 2.910  0.201
C: -2.892 0.315 -2.491  -0.418
C: 2.725 2.462 4.099  -0.235
C: 1.720 0.881 2.637  -0.292
O: 2.908 3.382 4.839  0.146
H: -1.385 -0.765 -3.628  0.077

No. 7
This record from the OMol25 dataset describes a single C10H10O3 molecule in a non-equilibrium geometry. The level of theory is ωB97M-V/def2-TZVPD.

**Gap between HOMO and LUMO**: 8.8610 eV
**F_max**: 0.046 hartree/bohr
**HOMO energy**: -8.4 eV
**Multiplicity**: 1

Last column: Löwdin charge in e.
Element x y z (Å)
H: -0.272 -2.379 -0.177  0.139
O: -3.580 0.763 -0.061  0.023
C: -1.246 1.411 -0.420  -0.008
C: -4.161 -0.518 0.322  -0.089
C: -0.641 -1.336 -0.251  0.085
H: 3.732 -0.091 1.597  0.073
O: 1.973 -2.072 -0.146  0.088
H: 0.821 1.774 -0.442  0.106
H: 2.488 1.136 1.325  0.069
H: 4.108 1.421 0.782  0.080
C: 0.400 -0.393 -0.375  -0.131
H: -1.515 2.497 -0.437  0.140
C: -1.947 -0.868 -0.122  -0.190
H: 2.800 0.822 -1.174  0.097
C: 0.071 0.998 -0.400  -0.022
C: -2.221 0.482 -0.227  -0.211
O: -3.127 -1.506 0.120  0.025
C: 1.801 -0.892 -0.336  -0.412
H: -4.970 -0.753 -0.365  0.134
H: 3.711 -0.632 -0.937  0.133
C: 3.346 0.623 0.882  -0.072
H: -4.504 -0.510 1.325  0.122
C: 2.933 0.023 -0.483  -0.179

No. 8
This record from the OMol25 dataset describes a molecular structure, C10H10O3S in a non-equilibrium geometry. The level of theory is ωB97M-V/def2-TZVPD.

**Gap between HOMO and LUMO**: 9.8121 eV
**F_max**: 0.075 hartree/bohr
**HOMO energy**: -9.0 eV
**Multiplicity**: 1

Last column: Löwdin charge in e.
Element x y z (Å)
S: -0.560 0.073 -0.748  0.973
C: -1.961 1.219 0.889  -0.410
H: 0.978 -2.459 -0.919  0.075
H: 4.167 1.035 0.164  0.104
H: -1.907 2.171 1.461  0.166
H: -3.411 0.588 2.404  0.112
C: 3.888 -0.998 -0.426  -0.058
H: 3.137 -3.022 -1.111  0.115
O: -0.478 0.979 -1.845  -0.392
O: -3.568 -0.568 0.846  -0.046
H: -2.460 1.972 -1.099  0.146
H: 4.944 -1.126 -0.446  0.088
C: 3.418 0.294 -0.102  -0.065
H: -4.129 -0.311 -1.117  0.130
H: 1.660 1.602 0.118  0.139
C: -3.530 0.118 -0.349  -0.102
H: -1.855 -0.287 2.217  0.139
C: 1.144 -0.372 -0.461  -0.333
C: -2.737 1.180 -0.338  -0.134
O: -0.626 0.883 0.717  -0.280
C: 2.059 0.575 -0.158  -0.100
C: -2.737 0.151 1.736  -0.103
C: 2.945 -2.005 -0.735  -0.081
C: 1.619 -1.692 -0.698  -0.084

No. 9
This record from the OMol25 dataset describes a single C10H10OS molecule in a non-equilibrium geometry. The level of theory is ωB97M-V/def2-TZVPD.

**Gap between HOMO and LUMO**: 9.3207 eV
**F_max**: 0.081 hartree/bohr
**HOMO energy**: -8.5 eV
**Multiplicity**: 1

Last column: Löwdin charge in e.
Element x y z (Å)
C: -2.601 0.407 0.785  -0.089
H: -1.752 -2.363 -0.915  0.121
H: 0.313 -2.775 -0.908  0.118
C: -1.410 1.144 0.668  0.042
C: 0.726 -1.672 -0.774  -0.435
H: 1.178 2.031 -1.941  0.138
C: 1.083 1.031 0.117  -0.410
S: 2.025 -1.642 0.485  0.867
C: 1.689 1.798 -0.961  -0.065
H: 3.202 0.222 0.748  0.046
H: -3.440 0.855 1.166  0.082
C: -1.674 -1.437 -0.345  -0.059
H: 2.743 1.812 -1.138  0.104
O: 1.163 2.391 0.227  0.019
H: 1.952 0.190 2.027  0.056
H: -1.457 2.118 1.061  0.102
C: -0.452 -0.863 -0.333  -0.280
C: -0.297 0.435 0.136  -0.101
C: -2.701 -0.823 0.304  -0.105
C: 2.168 0.052 1.001  -0.362
H: -3.600 -1.454 0.374  0.122
H: 1.144 -1.458 -1.786  0.088